ORCA calculation (ωB97M-V/def2-TZVPD) on a 4-piece molecular cluster, C4H14O3 overall.

Structure (ORCA input):
```
! RIJCOSX wB97M-V def2-TZVPD def2/J DEFGRID3
* xyz 0 1
C -2.255 -1.324 1.744
C -0.794 -1.474 1.417
C 0.100 -1.721 2.374
C 1.559 -2.017 2.076
H -2.895 -1.680 0.944
H -2.447 -2.009 2.578
H -2.420 -0.360 2.229
H -0.510 -1.477 0.369
H -0.208 -1.638 3.409
H 1.635 -3.109 2.059
H 1.900 -1.670 1.105
H 2.190 -1.638 2.876
H 0.200 4.414 0.774
H 1.678 3.964 0.411
O 0.749 3.839 0.233
H 0.234 2.728 -2.334
H 0.657 1.479 -1.712
O 0.212 1.785 -2.477
H -0.227 0.642 -5.354
H 0.686 0.921 -6.462
O -0.046 0.345 -6.260
*
```

Summary:
Electronic energy, Ha: -386.47565
SMILES string: C/C=C/C.O.O.O
HOMO, eV: -9.01
Orbital gap, eV: 9.5
ΔE to the lowest compared entry with this formula, charge and spin, kcal per mole: 32.1
E_LUMO, eV: 0.4454

Atom charges from the natural (NBO) analysis, given in e for atoms 1 to 5:
1 C -0.66
2 C -0.19
3 C -0.19
4 C -0.64
5 H 0.22



ORCA calculation (ωB97M-V/def2-TZVPD) on one molecule with the formula C2H4N2O3.

Structure (ORCA input):
```
! RIJCOSX wB97M-V def2-TZVPD def2/J DEFGRID3
* xyz 0 1
C -1.219 0.140 -0.025
C 0.839 0.748 -0.033
H -3.122 -0.623 -0.188
H -1.775 -1.753 -0.429
H 0.487 1.657 -0.007
H 3.598 -0.436 0.437
N -2.140 -0.832 0.203
N 2.158 0.701 0.021
O -1.431 1.344 0.068
O 0.022 -0.274 -0.082
O 2.583 -0.672 0.035
*
```

Summary:
Electronic energy, Ha: -413.73916
SMILES string: NC(=O)O/C=N\O
HOMO, eV: -9.58
Orbital gap, eV: 10.0
ΔE to the lowest compared entry with this formula, charge and spin, kcal per mole: 95.7
E_LUMO, eV: 0.4663

Atom charges from the natural (NBO) analysis, given in e for atoms 1 to 5:
1 C 0.86
2 C 0.31
3 H 0.41
4 H 0.39
5 H 0.20



ORCA calculation (ωB97M-V/def2-TZVPD) on one molecule with the formula C26H31N3O4S2.

Structure (ORCA input):
```
! RIJCOSX wB97M-V def2-TZVPD def2/J DEFGRID3
* xyz 0 1
C -4.013 -2.648 -2.090
C -3.024 -1.601 -1.682
C -2.275 -0.951 -2.659
C -1.402 0.065 -2.326
C -1.222 0.397 -0.998
C -1.904 -0.258 0.017
C -2.844 -1.236 -0.342
N -3.648 -1.735 0.710
S -5.156 -0.989 0.883
O -6.105 -1.569 -0.031
O -5.473 -1.054 2.278
C -4.787 0.688 0.389
C -4.386 1.599 1.345
C -4.013 2.873 0.948
C -4.041 3.214 -0.394
C -4.473 2.298 -1.341
C -4.857 1.027 -0.949
H -5.210 0.297 -1.659
H -4.509 2.573 -2.384
H -3.726 4.198 -0.702
H -3.687 3.594 1.681
H -4.378 1.297 2.380
C -3.615 -3.124 1.105
H -4.135 -3.787 0.407
H -2.578 -3.442 1.209
H -4.112 -3.179 2.072
C -1.625 0.067 1.447
H -2.357 -0.405 2.095
H -1.631 1.144 1.587
H -0.628 -0.290 1.705
S -0.159 1.783 -0.622
O 0.419 2.266 -1.848
O -0.867 2.736 0.186
N 1.030 1.078 0.345
C 1.791 2.053 1.107
C 2.749 1.307 2.042
N 3.635 0.401 1.339
C 2.862 -0.512 0.523
C 1.885 0.199 -0.425
H 2.429 0.766 -1.193
H 1.245 -0.528 -0.929
H 2.288 -1.152 1.201
H 3.547 -1.138 -0.053
C 4.723 1.052 0.623
C 5.764 0.042 0.218
C 6.282 0.020 -1.069
C 7.249 -0.906 -1.422
C 7.702 -1.825 -0.492
C 7.185 -1.813 0.794
C 6.224 -0.884 1.147
H 5.810 -0.869 2.143
H 7.534 -2.530 1.523
H 8.454 -2.549 -0.767
H 7.647 -0.911 -2.426
H 5.930 0.734 -1.801
H 5.179 1.768 1.315
H 4.389 1.612 -0.265
H 2.159 0.707 2.742
H 3.345 2.023 2.611
H 2.350 2.720 0.435
H 1.074 2.652 1.669
H -0.853 0.616 -3.073
H -2.408 -1.226 -3.695
H -3.619 -3.643 -1.881
H -4.214 -2.583 -3.156
H -4.947 -2.527 -1.545
*
```

Summary:
Electronic energy, Ha: -2270.92993
SMILES string: Cc1ccc(S(=O)(=O)N2CCN(Cc3ccccc3)CC2)c(C)c1N(C)S(=O)(=O)c1ccccc1
HOMO, eV: -8.71
Orbital gap, eV: 9.1
ΔE to the lowest compared entry with this formula, charge and spin, kcal per mole: 54.9
E_LUMO, eV: 0.4065

Atom charges from the natural (NBO) analysis, given in e for atoms 1 to 5:
1 C -0.67
2 C 0.04
3 C -0.22
4 C -0.16
5 C -0.39



ORCA calculation (ωB97M-V/def2-TZVPD) on a 7-piece molecular cluster, C29H62IN8O11 overall.

Structure (ORCA input):
```
! RIJCOSX wB97M-V def2-TZVPD def2/J DEFGRID3
* xyz 1 1
O 0.699 -3.233 -0.233
C 0.240 -2.075 0.544
C 0.422 -0.696 -0.264
O -0.795 -0.151 -0.835
C -1.778 0.162 0.167
O -3.038 -0.558 0.022
C -3.086 -1.327 -1.195
C -4.511 -2.064 -1.413
N -4.616 -3.487 -1.568
C -3.595 -4.576 -1.555
O -3.714 -5.235 -0.248
O -3.337 -4.374 0.732
C -5.975 -3.988 -1.802
C -6.744 -2.654 -1.757
N -5.835 -1.513 -1.536
C -6.194 -0.060 -1.472
C -7.647 0.222 -0.831
C -7.940 -0.580 0.531
I -7.736 0.623 2.349
H -0.105 -3.646 -0.632
H 0.862 -1.976 1.517
H -0.834 -2.311 0.860
H 1.114 -0.940 -1.161
H 1.016 0.041 0.387
H -2.016 1.296 0.110
H -1.414 -0.013 1.247
H -2.315 -2.190 -1.143
H -2.935 -0.680 -2.144
H -3.852 -5.387 -2.338
H -2.523 -4.205 -1.680
H -4.172 -3.943 1.065
H -6.305 -5.060 -1.978
H -7.880 -2.539 -1.879
H -6.225 0.310 -2.570
H -5.334 0.476 -0.936
H -8.474 -0.029 -1.603
H -7.667 1.350 -0.583
H -9.049 -0.901 0.491
H -7.331 -1.536 0.669
C 6.679 -0.999 -1.256
C 5.538 -0.020 -1.234
O 5.697 1.179 -1.431
N 4.289 -0.510 -0.984
C 3.914 -1.884 -0.732
H 7.610 -0.474 -1.466
H 6.770 -1.488 -0.284
H 6.518 -1.742 -2.040
H 3.570 0.199 -0.984
H 3.193 -2.187 -1.494
H 3.443 -1.934 0.253
H 4.769 -2.557 -0.756
C 6.436 -4.325 2.178
C 7.433 -3.225 1.930
O 7.803 -2.919 0.802
N 7.926 -2.563 3.013
C 7.607 -2.786 4.406
H 6.129 -4.763 1.229
H 6.888 -5.108 2.790
H 5.550 -3.921 2.674
H 8.589 -1.838 2.776
H 7.199 -1.861 4.818
H 8.528 -3.040 4.934
H 6.884 -3.588 4.541
C 6.531 5.259 -4.977
C 6.999 5.636 -3.597
O 7.104 6.803 -3.236
N 7.309 4.625 -2.738
C 7.246 3.199 -2.988
H 6.320 6.161 -5.551
H 7.311 4.695 -5.494
H 5.615 4.668 -4.913
H 7.615 4.945 -1.831
H 6.560 2.755 -2.266
H 8.245 2.782 -2.843
H 6.904 2.971 -3.996
C -2.721 -4.920 4.414
C -3.617 -4.717 5.607
O -3.460 -3.793 6.391
N -4.632 -5.610 5.795
C -4.965 -6.754 4.976
H -1.961 -4.139 4.389
H -2.219 -5.887 4.484
H -3.306 -4.861 3.493
H -5.194 -5.416 6.611
H -5.988 -6.631 4.613
H -4.908 -7.650 5.597
H -4.294 -6.863 4.126
C 8.649 10.014 1.321
C 9.598 9.993 0.153
O 10.603 10.691 0.114
N 9.304 9.159 -0.884
C 8.169 8.269 -1.011
H 9.005 10.720 2.070
H 7.657 10.332 0.991
H 8.596 9.023 1.778
H 9.980 9.193 -1.634
H 8.544 7.251 -1.124
H 7.612 8.549 -1.904
H 7.510 8.315 -0.146
C -12.044 1.620 -2.880
C -11.439 0.759 -1.805
O -11.090 -0.399 -2.010
N -11.281 1.308 -0.568
C -11.629 2.647 -0.142
H -12.109 1.055 -3.809
H -13.052 1.925 -2.591
H -11.418 2.498 -3.052
H -10.870 0.676 0.104
H -10.723 3.140 0.217
H -12.347 2.571 0.676
H -12.063 3.236 -0.947
*
```

Summary:
Electronic energy, Ha: -2705.13123
HOMO, eV: -9.59
Orbital gap, eV: 6.0
E_LUMO, eV: -3.5515

Atom charges from the Mulliken analysis, given in e for atoms 1 to 5:
1 O -0.49
2 C -0.32
3 C -0.11
4 O -0.40
5 C -0.39



| no. | F_max (eV Å⁻¹) |
| --- | --- |
| 1 | 1.61 |
| 2 | 8.25 |
| 3 | 1.12 |
| 4 | 7.38 |